a.
21
Properties=species:S:1:pos:R:3 method="wB97M-V/def2-TZVPD" orbital_gap_ev=10.987 lumo_ha=-0.1159 homo_ev=-14.141 total_charge=+1
C -1.03 1.22 -0.16
C 0.93 0.25 -1.52
C -0.57 0.60 -1.48
H -0.06 2.94 -0.02
O -0.05 2.08 0.41
O -0.98 -1.34 2.45
H -0.19 -1.75 -0.72
H -0.91 -0.53 2.98
C 1.43 -0.55 -0.33
H -1.92 -1.58 2.51
H -1.13 -0.30 -1.71
N 0.52 -1.75 0.00
H 1.16 -0.23 -2.47
H 1.12 -2.57 0.10
H 2.43 -0.94 -0.47
H 1.46 0.09 0.54
H 0.02 -1.61 0.88
H 1.47 1.19 -1.48
H -1.94 1.78 -0.36
H -1.25 0.48 0.61
H -0.76 1.26 -2.33

---

b.
21
Properties=species:S:1:pos:R:3 method="wB97M-V/def2-TZVPD" orbital_gap_ev=12.196 lumo_ha=-0.0994 homo_ev=-14.902 total_charge=+1
H 1.51 -0.06 0.14
H -0.45 1.64 1.73
H -0.03 3.11 -0.25
H -1.05 -2.43 0.19
C 0.58 0.08 0.70
H 0.17 1.23 -2.93
C 0.54 -0.74 1.97
H 0.82 -1.77 1.78
C -0.50 -1.85 -0.55
H -0.50 0.12 -1.13
H -0.48 -0.79 2.34
H 1.19 2.00 1.39
N -0.53 -0.40 -0.24
O 0.02 2.15 -0.31
H -0.63 0.25 -3.76
H 1.20 -0.31 2.71
H 0.54 -2.15 -0.58
C 0.30 1.56 0.93
O -0.42 0.47 -2.85
H -0.92 -2.02 -1.53
H -1.36 -0.09 0.26

---

c.
21
Properties=species:S:1:pos:R:3 method="wB97M-V/def2-TZVPD" orbital_gap_ev=11.196 lumo_ha=-0.1071 homo_ev=-14.109 total_charge=+1
C 0.32 1.07 -0.34
H -0.07 -0.73 1.68
C 0.34 0.21 2.05
H -3.16 -0.52 0.89
H 0.49 -0.98 -0.86
H -1.08 -0.49 -0.49
H -3.40 -1.30 -0.41
H -0.55 0.78 2.32
C -0.16 2.20 -0.80
H 1.80 -2.73 -0.08
H 1.01 -0.03 2.87
N -0.19 -0.19 -0.92
O -2.76 -0.73 0.03
O 1.75 -2.23 -0.90
H 2.25 -2.72 -1.57
H 1.50 1.87 1.19
H 2.03 0.36 0.70
H -0.70 2.37 -1.71
C 1.10 0.89 0.91
H -0.42 -0.06 -1.91
H 0.12 3.10 -0.27

---

Result of the stability comparison: a is the least stable of them.

---

a.
21
Properties=species:S:1:pos:R:3 method="wB97M-V/def2-TZVPD" orbital_gap_ev=11.163 lumo_ha=-0.1087 homo_ev=-14.120 total_charge=+1
H 1.99 2.24 -0.59
O 0.97 -2.82 0.43
H 0.28 2.92 1.00
C 1.01 0.51 -1.51
H -2.07 0.16 2.77
C 0.08 2.17 0.26
H 1.46 0.72 -2.47
C 1.28 1.44 -0.36
H -1.70 -0.52 -0.27
C 0.20 -0.54 -1.51
H -0.24 -0.11 0.32
H 0.19 -1.36 -2.21
H 1.96 0.96 0.36
N -0.71 -0.75 -0.34
H -0.58 -1.72 -0.01
H -2.60 1.42 2.17
H -0.40 2.56 -0.65
O -2.25 0.55 1.90
H 1.60 -3.07 1.14
H 0.80 -3.75 0.13
H -0.73 1.53 0.64

---

b.
21
Properties=species:S:1:pos:R:3 method="wB97M-V/def2-TZVPD" orbital_gap_ev=10.539 lumo_ha=-0.1118 homo_ev=-13.581 total_charge=+1
C -0.05 0.23 -0.04
C 3.26 0.27 1.57
H -3.46 -0.78 -2.74
H -2.71 2.04 -1.12
O -2.87 -1.33 -2.22
C 0.76 -0.18 0.93
H 0.85 -1.20 1.24
H 1.84 1.69 0.83
H -3.06 1.40 0.37
H -0.51 1.12 -0.38
H 1.47 0.90 2.62
C 1.80 0.80 1.47
H 3.39 -0.62 2.18
H 3.81 1.10 2.04
H -2.97 -2.28 -2.33
H -1.54 -0.67 -1.38
O -2.70 1.26 -0.50
H 0.08 -0.92 -1.68
H -0.39 -1.80 -0.56
H 3.62 -0.17 0.62
N -0.61 -0.87 -0.93

---

c.
21
Properties=species:S:1:pos:R:3 method="wB97M-V/def2-TZVPD" orbital_gap_ev=12.508 lumo_ha=-0.1055 homo_ev=-15.380 total_charge=+1
C -0.37 0.74 -1.56
H -1.59 -0.41 -0.31
H 0.82 2.56 -1.58
H 1.93 -2.51 0.24
C -0.26 0.81 0.85
H 0.89 2.64 0.61
H 1.77 1.08 -1.69
H -1.08 1.48 1.05
H -0.25 0.06 -2.39
C 0.96 1.60 0.33
H -1.21 1.42 -1.72
H 1.88 1.14 0.68
C 0.90 1.54 -1.23
O -2.13 -2.51 1.09
H 0.01 -0.87 -0.31
H 1.83 -1.60 1.48
O 1.65 -1.64 0.54
H 0.06 0.16 1.66
H -2.59 -2.42 1.93
N -0.63 -0.05 -0.31
H -2.59 -3.22 0.63

---

Result of the stability comparison: b is the least stable of them.